Record 1
Entry from the Open Molecules 2025 dataset: the molecule C6H9NS at a distorted geometry (ωB97M-V with the def2-TZVPD basis set).

Positions of all 17 atoms, in Å:
C 1.474 -0.071 -0.165
C -0.771 1.152 0.477
C 0.051 1.586 -0.740
C -1.128 -0.312 0.272
C 2.705 -0.614 0.454
C -2.452 -0.799 -0.283
N 1.185 0.978 -0.835
S 0.235 -1.288 0.232
H -0.025 1.128 1.316
H -1.636 1.767 0.670
H -0.308 2.164 -1.482
H 2.653 -0.874 1.508
H 3.569 0.002 0.180
H 2.869 -1.616 -0.037
H -3.122 -0.079 -0.844
H -3.090 -1.503 0.294
H -2.210 -1.620 -1.017

Atomic forces in eV per Å
C -0.9 -2.8 2.0
C 0.5 -1.1 0.7
C 0.0 -3.0 2.8
C -0.6 1.4 -0.7
C 1.8 -0.8 -1.7
C -0.4 -1.8 -1.9
N 0.7 1.2 -0.7
S -0.4 1.1 -0.4
H -0.6 0.5 -0.2
H -0.2 0.2 0.1
H -1.1 2.0 -2.4
H -0.1 0.7 0.1
H 0.0 -0.1 0.4
H 0.1 0.7 0.4
H 1.0 -0.5 0.9
H 0.3 1.2 0.9
H 0.0 1.1 -0.1

Computed properties:
total energy: -18690.1493 eV
highest occupied orbital energy (alpha / beta): -0.2546 / -0.2548 hartree
net charge: 0
HOMO-LUMO gap (alpha / beta): 7.18 / 7.17 eV
energy above the lowest of the compared OMol25 structures with the same formula, charge and spin: 3.0612 eV

***

Record 2
Entry from the Open Molecules 2025 dataset: the molecule C6H9NS at a distorted geometry (ωB97M-V with the def2-TZVPD basis set).

Positions of all 17 atoms, in Å:
N -2.399 -0.439 -0.191
C -0.965 -0.472 -0.143
C -0.179 0.354 -1.339
C 1.219 -0.038 -1.350
C 1.842 -0.181 -0.116
C 1.150 0.176 1.097
C -0.317 0.486 0.867
S -0.375 1.979 -0.301
H -2.836 -1.439 0.313
H -2.794 0.479 0.504
H -0.517 -1.514 -0.163
H -0.557 0.143 -2.396
H 1.737 -0.357 -2.198
H 2.869 -0.617 0.004
H 1.429 1.198 1.566
H 1.475 -0.493 1.939
H -0.781 0.736 1.909

Atomic forces in eV per Å
N -3.4 -0.4 3.9
C 1.9 0.5 -0.8
C -2.3 -0.6 -0.7
C 2.1 -0.7 4.7
C 0.9 -0.4 -3.4
C 0.3 2.2 3.0
C -0.5 0.5 1.9
S -0.4 -1.8 -0.6
H 1.7 4.0 -1.7
H 1.5 -3.7 -2.7
H -0.8 1.0 0.4
H -0.3 1.2 1.5
H 0.5 -0.2 -1.4
H -1.0 0.6 -0.5
H 0.7 -1.4 -1.0
H -1.1 0.0 -0.7
H 0.3 -0.7 -2.0

Computed properties:
total energy: -18689.7720 eV
highest occupied orbital energy: -0.3067 hartree
structure (SMILES): N[C@H]1[C@@H]2C=CC[C@H]1S2
net charge: 0
HOMO-LUMO gap: 8.90 eV
energy above the lowest of the compared OMol25 structures with the same formula, charge and spin: 3.4384 eV

***

> Which value of net charge does entry 1 give?

0

***

> What is the total energy in the second record?

-18689.7720 eV

***

> What is the net charge in the first record?

0

***

Please write out number 1 again, unchanged.
Entry from the Open Molecules 2025 dataset: the molecule C6H9NS at a distorted geometry (ωB97M-V with the def2-TZVPD basis set).

Positions of all 17 atoms, in Å:
C 1.474 -0.071 -0.165
C -0.771 1.152 0.477
C 0.051 1.586 -0.740
C -1.128 -0.312 0.272
C 2.705 -0.614 0.454
C -2.452 -0.799 -0.283
N 1.185 0.978 -0.835
S 0.235 -1.288 0.232
H -0.025 1.128 1.316
H -1.636 1.767 0.670
H -0.308 2.164 -1.482
H 2.653 -0.874 1.508
H 3.569 0.002 0.180
H 2.869 -1.616 -0.037
H -3.122 -0.079 -0.844
H -3.090 -1.503 0.294
H -2.210 -1.620 -1.017

Atomic forces in eV per Å
C -0.9 -2.8 2.0
C 0.5 -1.1 0.7
C 0.0 -3.0 2.8
C -0.6 1.4 -0.7
C 1.8 -0.8 -1.7
C -0.4 -1.8 -1.9
N 0.7 1.2 -0.7
S -0.4 1.1 -0.4
H -0.6 0.5 -0.2
H -0.2 0.2 0.1
H -1.1 2.0 -2.4
H -0.1 0.7 0.1
H 0.0 -0.1 0.4
H 0.1 0.7 0.4
H 1.0 -0.5 0.9
H 0.3 1.2 0.9
H 0.0 1.1 -0.1

Computed properties:
total energy: -18690.1493 eV
highest occupied orbital energy (alpha / beta): -0.2546 / -0.2548 hartree
net charge: 0
HOMO-LUMO gap (alpha / beta): 7.18 / 7.17 eV
energy above the lowest of the compared OMol25 structures with the same formula, charge and spin: 3.0612 eV